# 1
Below is a structure of composition C51H37BCl4F4N8O2V, with properties calculated with ωB97M-V with the def2-TZVPD basis set.

Cartesian coordinates (Å):
V 0.579 0.694 0.641
Cl 0.318 -8.517 5.658
C 0.069 -6.909 5.028
C -1.050 -6.642 4.259
C -1.239 -5.366 3.753
C -0.322 -4.338 4.000
C 0.794 -4.647 4.782
C 0.993 -5.918 5.300
C -0.448 -2.981 3.423
C -0.898 -2.789 1.978
C -1.958 -3.634 1.348
C -2.345 -2.473 1.741
C 0.100 -2.051 1.118
C 1.323 -2.587 0.656
C 1.587 -4.039 0.819
C 2.603 -4.495 1.655
C 2.768 -5.849 1.913
C 1.900 -6.756 1.333
Cl 2.066 -8.457 1.697
C 0.898 -6.337 0.474
C 0.753 -4.981 0.219
C 2.308 -1.699 0.234
N 2.150 -0.356 0.327
C 3.365 0.258 0.148
C 3.566 1.533 0.634
C 4.856 2.198 0.317
C 5.239 2.351 -1.013
C 6.463 2.914 -1.345
C 7.309 3.325 -0.332
Cl 8.854 4.028 -0.737
C 6.955 3.186 1.000
C 5.729 2.623 1.317
C 2.677 2.129 1.597
C 2.853 3.356 2.283
C 1.983 3.351 3.343
C 1.257 2.118 3.313
N 1.620 1.436 2.176
C 0.570 1.581 4.429
C 0.184 0.233 4.613
C -0.031 -0.439 5.919
C -0.166 -1.748 5.656
C -0.145 -1.873 4.179
N 0.079 -0.643 3.626
C 0.425 2.484 5.612
C 1.382 2.510 6.623
C 1.250 3.361 7.712
C 0.149 4.198 7.780
Cl -0.021 5.281 9.139
C -0.819 4.194 6.791
C -0.673 3.332 5.712
C 4.319 -0.761 -0.268
C 3.686 -1.950 -0.193
N -0.123 -0.776 0.976
H -1.770 -7.426 4.065
H -2.132 -5.164 3.179
H 1.539 -3.879 4.954
H 1.871 -6.144 5.891
H -2.166 -4.568 0.852
H -3.096 -1.716 1.904
H 3.249 -3.773 2.142
H 3.543 -6.197 2.583
H 0.241 -7.065 0.016
H -0.017 -4.636 -0.464
H 4.559 2.036 -1.796
H 6.753 3.040 -2.379
H 7.635 3.508 1.776
H 5.449 2.497 2.355
H 3.571 4.119 2.029
H 1.887 4.111 4.103
H -0.049 0.041 6.887
H -0.349 -2.547 6.358
H 2.242 1.854 6.553
H 1.995 3.383 8.496
H -1.673 4.853 6.865
H -1.424 3.315 4.931
H 5.354 -0.585 -0.514
H 4.101 -2.926 -0.391
C -3.915 -3.360 -1.924
C -5.241 -2.602 -1.912
C -6.039 -2.898 -0.645
C -4.994 -1.113 -2.132
N -4.376 -0.454 -0.986
C -3.097 -0.142 -0.796
N -2.979 0.496 0.340
N -4.239 0.591 0.838
N -5.087 0.011 0.053
H -4.073 -4.424 -1.732
H -3.243 -2.977 -1.152
H -3.398 -3.259 -2.880
H -5.837 -2.921 -2.774
H -5.425 -2.748 0.246
H -6.373 -3.937 -0.651
H -6.915 -2.253 -0.547
H -5.909 -0.573 -2.366
H -4.297 -0.985 -2.961
H -2.297 -0.404 -1.467
C -1.732 3.311 1.667
C -0.731 3.452 0.549
O -0.535 4.497 -0.016
O -0.099 2.326 0.207
H -1.595 4.147 2.353
H -1.655 2.361 2.191
H -2.734 3.377 1.239
F 0.000 0.316 -1.559
B 0.014 -0.854 -2.424
F -0.675 -0.504 -3.587
F -0.680 -1.901 -1.770
F 1.330 -1.219 -2.669

Cartesian forces, eV/Å:
-0.10 0.17 -0.41
-0.01 0.06 -0.02
0.00 -0.06 0.01
-0.01 0.06 -0.02
-0.05 -0.04 0.00
-0.11 0.11 -0.12
0.10 -0.01 0.05
0.04 0.07 -0.01
0.01 -0.24 -0.11
0.22 -0.08 0.21
-0.04 -0.30 -0.22
-0.27 0.26 0.22
0.32 0.36 0.40
-0.12 -0.21 0.10
-0.10 0.03 -0.03
0.02 0.02 0.05
0.01 0.01 0.02
0.00 -0.06 0.01
-0.01 0.11 -0.02
-0.01 0.03 -0.01
-0.03 -0.01 -0.09
0.32 0.22 -0.12
0.65 -0.52 -0.14
-0.04 -0.29 -0.07
-0.02 0.31 0.24
-0.09 -0.02 -0.03
0.01 0.02 -0.05
-0.04 -0.01 -0.01
0.04 0.02 -0.01
-0.04 -0.01 0.01
-0.04 -0.01 0.02
0.05 0.02 0.01
-0.03 -0.25 -0.04
0.04 0.04 0.03
-0.03 0.12 0.05
0.05 -0.09 -0.07
0.41 0.01 0.25
-0.02 0.07 0.10
0.03 -0.10 0.00
0.07 0.20 -0.08
0.00 -0.10 -0.23
-0.05 -0.04 0.15
-0.03 0.08 0.04
0.02 0.06 -0.08
-0.01 -0.01 0.03
0.00 -0.01 -0.02
0.01 0.02 0.04
0.01 -0.03 -0.03
0.01 -0.03 -0.03
-0.04 0.03 0.01
0.01 0.27 0.02
-0.25 -0.18 0.07
-0.71 -1.06 -0.14
0.01 0.01 0.00
0.03 -0.01 0.03
-0.02 -0.03 0.00
-0.01 0.01 0.00
0.03 0.06 0.05
0.10 -0.02 -0.10
-0.01 -0.02 -0.01
0.00 0.01 -0.01
0.01 0.02 0.00
0.04 -0.01 0.04
0.02 0.00 0.02
0.00 -0.01 0.01
0.00 -0.01 -0.01
0.01 -0.01 -0.01
-0.02 0.00 0.03
0.03 -0.03 0.00
-0.01 -0.01 -0.02
0.02 0.01 -0.03
-0.01 0.03 0.00
-0.01 0.00 -0.01
0.01 -0.01 0.00
0.02 0.01 0.01
-0.02 0.01 0.00
-0.02 0.01 0.02
-0.02 -0.05 0.03
0.04 -0.12 -0.04
-0.01 0.01 0.05
0.17 0.07 0.13
-0.44 -0.06 -0.26
0.50 -0.02 0.02
-0.41 0.33 0.28
-0.01 -0.37 -0.26
0.28 0.26 0.10
-0.01 0.03 0.00
0.00 -0.03 0.00
-0.01 0.02 0.02
0.01 -0.02 -0.02
-0.01 0.01 -0.03
0.02 0.02 0.02
0.02 -0.02 -0.04
-0.07 -0.01 0.10
-0.04 0.06 -0.04
-0.01 0.01 0.00
-0.13 0.02 0.16
0.37 -0.89 -0.28
0.03 0.30 -0.06
-0.72 1.44 -0.03
-0.04 0.01 0.02
0.05 -0.01 -0.03
0.02 0.01 0.01
0.07 -0.05 0.26
-0.02 -0.13 -0.11
0.06 -0.05 0.12
0.06 0.17 -0.07
-0.09 0.06 0.01

Summary:
**2S+1**: 3
**Frontier orbital gap (alpha / beta)**: 5.31 / 5.95 eV
**ΔE to the lowest compared entry with this formula, charge and spin**: 0.0 kcal per mole
**Net charge**: -1

Atom charges from the Löwdin analysis, given in e for atoms 1 to 99:
1 V 1.03
2 Cl 0.64
3 C -0.67
4 C -0.10
5 C -0.01
6 C -0.16
7 C -0.03
8 C -0.10
9 C -0.01
10 C -0.27
11 C 0.00
12 C 0.06
13 C -0.21
14 C -0.05
15 C -0.16
16 C -0.02
17 C -0.11
18 C -0.67
19 Cl 0.64
20 C -0.10
21 C -0.01
22 C -0.17
23 N 0.01
24 C -0.20
25 C -0.05
26 C -0.18
27 C -0.01
28 C -0.10
29 C -0.67
30 Cl 0.64
31 C -0.10
32 C -0.02
33 C -0.21
34 C -0.01
35 C 0.01
36 C -0.21
37 N 0.02
38 C -0.06
39 C -0.22
40 C 0.00
41 C -0.01
42 C -0.23
43 N 0.16
44 C -0.22
45 C -0.03
46 C -0.10
47 C -0.67
48 Cl 0.63
49 C -0.10
50 C -0.01
51 C 0.02
52 C 0.02
53 N 0.01
54 H 0.10
55 H 0.10
56 H 0.12
57 H 0.11
58 H 0.11
59 H 0.10
60 H 0.12
61 H 0.10
62 H 0.10
63 H 0.12
64 H 0.13
65 H 0.10
66 H 0.10
67 H 0.12
68 H 0.11
69 H 0.11
70 H 0.10
71 H 0.10
72 H 0.13
73 H 0.10
74 H 0.10
75 H 0.12
76 H 0.11
77 H 0.11
78 C -0.07
79 C -0.41
80 C -0.08
81 C -0.11
82 N -0.10
83 C -0.13
84 N 0.05
85 N -0.03
86 N 0.04
87 H 0.08
88 H 0.06
89 H 0.09
90 H 0.13
91 H 0.07
92 H 0.07
93 H 0.07
94 H 0.12
95 H 0.13
96 H 0.11
97 C -0.01
98 C -0.62
99 O 0.07

# 2
Below is a structure of composition C2H2FLiNaO2, with properties calculated with ωB97M-V with the def2-TZVPD basis set.

Cartesian coordinates (Å):
H -1.407 -0.746 0.565
O -0.487 1.729 0.298
C -0.977 0.598 0.196
C -0.039 -0.593 0.235
O 1.085 -0.418 -0.387
Na 1.628 1.888 -0.438
Li 2.222 -1.768 -0.884
F -2.047 0.521 -0.739
H 0.023 -1.212 1.154

Cartesian forces, eV/Å:
-1.14 -1.69 -0.84
-1.38 -0.53 1.19
2.04 1.49 -2.83
-1.60 0.65 3.84
1.40 -1.03 -2.63
-0.35 -0.04 0.13
-0.40 0.19 0.07
1.13 0.05 1.12
0.30 0.91 -0.07

Summary:
**Frontier orbital gap (alpha / beta)**: 7.06 / 7.04 eV
**ΔE to the lowest compared entry with this formula, charge and spin**: 137.2 kcal per mole
**Net charge**: +1

For each atom in turn, the Löwdin charge in e is:
1 H 0.22
2 O 0.04
3 C -0.42
4 C -0.35
5 O -0.29
6 Na 0.80
7 Li 0.87
8 F 0.02
9 H 0.11

# 3
Below is the molecule C15H22O4S, with properties calculated with ωB97M-V with the def2-TZVPD basis set.

Cartesian coordinates (Å):
C -3.362 -2.820 -0.531
C -3.362 -1.299 -0.428
C -3.278 -0.789 1.011
C -1.973 -1.158 1.691
H -1.918 -0.778 2.709
H -1.824 -2.235 1.717
S -0.520 -0.498 0.740
O 0.632 -1.191 1.322
C -0.540 1.176 1.559
C 0.213 2.111 0.625
C -0.678 2.636 -0.499
O -1.473 1.591 -1.003
C -2.233 1.978 -2.120
H -2.806 1.106 -2.425
H -1.590 2.303 -2.946
H -2.920 2.796 -1.868
H -0.041 3.052 -1.294
H -1.316 3.445 -0.108
H 0.640 2.962 1.176
O 1.279 1.382 0.020
C 2.344 1.125 0.809
O 2.483 1.621 1.899
C 3.312 0.214 0.165
C 3.011 -0.449 -1.021
C 3.937 -1.314 -1.575
C 5.159 -1.520 -0.954
C 5.458 -0.864 0.230
C 4.537 -0.001 0.791
H 4.743 0.515 1.716
H 6.408 -1.031 0.715
H 5.878 -2.198 -1.391
H 3.705 -1.834 -2.493
H 2.052 -0.293 -1.488
H -1.560 1.511 1.713
H -0.010 1.059 2.503
H -3.384 0.298 0.997
H -4.113 -1.195 1.590
H -4.283 -0.915 -0.874
H -2.520 -0.895 -0.991
H -2.406 -3.233 -0.221
H -3.540 -3.126 -1.559
H -4.145 -3.246 0.093

Cartesian forces, eV/Å:
0.01 0.25 -0.07
-0.21 -0.09 0.10
-0.04 0.03 -0.20
0.21 0.36 -0.40
0.12 0.01 0.08
0.16 -0.04 -0.04
-1.43 0.23 0.92
1.20 -0.62 0.40
0.15 -0.33 -0.63
-0.38 0.54 0.03
0.33 0.09 0.17
0.04 0.03 0.06
-0.08 0.06 -0.06
-0.04 0.04 -0.07
-0.02 -0.02 0.02
0.00 -0.02 -0.02
-0.06 0.00 0.08
0.08 -0.08 -0.01
-0.16 -0.20 -0.13
0.16 0.04 -0.30
0.15 0.23 0.31
-0.06 -0.06 -0.12
0.25 -0.24 -0.14
0.01 0.12 0.16
0.02 -0.06 -0.09
0.01 -0.02 -0.01
0.06 -0.03 0.00
-0.22 0.14 -0.01
0.01 0.03 0.07
0.06 0.00 0.04
0.05 -0.05 -0.03
-0.03 -0.04 -0.06
-0.08 -0.01 -0.06
-0.15 0.02 0.05
-0.04 -0.18 0.03
-0.09 0.05 0.08
-0.01 0.06 0.03
0.05 0.06 -0.06
-0.09 0.06 -0.13
0.09 -0.15 0.03
0.01 -0.11 -0.07
-0.07 -0.11 0.07

Summary:
**Frontier orbital gap**: 9.25 eV
**ΔE to the lowest compared entry with this formula, charge and spin**: 2.9 kcal per mole

For each atom in turn, the Löwdin charge in e is:
1 C -0.10
2 C -0.29
3 C -0.26
4 C -0.31
5 H 0.09
6 H 0.08
7 S 0.97
8 O -0.49
9 C -0.21
10 C -0.32
11 C -0.17
12 O -0.23
13 C -0.09
14 H 0.08
15 H 0.09
16 H 0.09
17 H 0.14
18 H 0.14
19 H 0.16
20 O -0.03
21 C -0.45
22 O 0.13
23 C -0.13
24 C -0.01
25 C -0.07
26 C -0.08
27 C -0.07
28 C -0.01
29 H 0.12
30 H 0.10
31 H 0.10
32 H 0.10
33 H 0.12
34 H 0.10
35 H 0.11
36 H 0.10
37 H 0.11
38 H 0.11
39 H 0.07
40 H 0.07
41 H 0.07
42 H 0.08

# 4
Below is a cluster of 4 separate species, C32H51F7N2O3S in total, with properties calculated with ωB97M-V with the def2-TZVPD basis set.

Cartesian coordinates (Å):
C -2.749 5.246 5.378
C -2.220 4.645 3.909
O -0.913 4.747 3.612
N -3.279 3.988 3.053
C -3.348 4.559 1.654
N -3.215 2.605 3.073
C -2.031 1.930 2.419
O -1.563 1.924 1.169
C -1.352 1.099 3.661
C 0.115 0.380 3.804
C 0.479 -0.372 5.232
C -0.593 -0.370 6.510
S -0.059 -1.267 8.064
C -2.073 0.399 6.386
C -3.169 0.490 7.599
F -2.549 0.631 8.969
F -4.091 1.683 7.495
C -3.990 -0.942 7.636
F -3.594 -1.686 8.885
F -3.529 -1.743 6.464
C -5.623 -0.762 7.669
F -6.008 -0.046 8.937
F -6.178 -0.124 6.447
F -6.224 -2.141 7.749
C -2.391 1.084 4.933
C -3.675 1.883 4.319
O -4.962 1.965 4.656
H -1.896 5.082 6.163
H -2.902 6.394 5.205
H -3.776 4.729 5.669
H -4.156 4.010 0.974
H -3.678 5.704 1.670
H -2.316 4.454 1.069
H 0.901 0.391 2.938
H 1.519 -0.907 5.354
H 1.051 -2.104 7.760
C -1.848 -1.524 1.039
C -0.476 -1.125 0.518
C -0.464 -0.813 -0.981
C -0.836 -1.983 -1.900
C 0.031 -3.236 -1.752
C 1.493 -3.000 -2.101
H -2.206 -2.445 0.571
H -1.804 -1.695 2.119
H -2.581 -0.733 0.851
H 0.249 -1.913 0.752
H -0.145 -0.232 1.060
H 0.530 -0.439 -1.253
H -1.159 0.013 -1.176
H -0.783 -1.635 -2.939
H -1.884 -2.261 -1.729
H -0.364 -4.011 -2.420
H -0.044 -3.638 -0.737
H 1.595 -2.635 -3.127
H 2.055 -3.936 -2.017
H 1.957 -2.274 -1.427
C -0.350 -2.874 -5.803
C -0.252 -3.473 -7.197
C 1.161 -3.939 -7.558
C 2.227 -2.838 -7.599
C 1.939 -1.680 -8.558
C 1.859 -2.110 -10.014
H 0.261 -1.973 -5.706
H -1.387 -2.596 -5.586
H -0.027 -3.594 -5.045
H -0.617 -2.750 -7.935
H -0.926 -4.336 -7.253
H 1.125 -4.447 -8.529
H 1.479 -4.700 -6.834
H 3.185 -3.296 -7.874
H 2.368 -2.431 -6.590
H 2.742 -0.940 -8.458
H 1.013 -1.168 -8.274
H 2.790 -2.590 -10.331
H 1.693 -1.238 -10.655
H 1.034 -2.808 -10.184
C 4.252 2.280 -3.093
C 4.620 2.897 -1.752
C 5.148 1.877 -0.741
C 4.158 0.779 -0.335
C 2.836 1.273 0.259
C 3.011 2.048 1.555
H 3.439 1.556 -2.995
H 3.920 3.060 -3.786
H 5.114 1.775 -3.539
H 3.755 3.431 -1.344
H 5.397 3.653 -1.919
H 5.483 2.413 0.155
H 6.044 1.397 -1.155
H 4.650 0.122 0.393
H 3.937 0.149 -1.206
H 2.200 0.402 0.458
H 2.295 1.888 -0.468
H 3.516 1.437 2.310
H 2.034 2.340 1.954
H 3.593 2.962 1.403

Cartesian forces, eV/Å:
0.05 -0.52 -1.29
5.94 0.95 0.70
-8.28 -0.90 1.26
0.29 1.95 -0.61
-0.01 0.62 -1.99
1.80 -2.61 -0.41
3.05 -1.13 -2.39
-3.39 0.57 7.88
0.76 -1.77 3.36
-2.76 -0.35 3.45
-3.68 2.25 -1.04
-0.03 1.23 -3.59
-0.29 0.49 -1.13
2.43 0.67 -3.04
0.54 1.16 1.39
-1.58 -0.30 -4.38
2.94 -4.07 0.05
0.97 -1.52 0.68
-1.45 2.24 -4.26
-1.97 2.29 3.84
-2.51 -1.26 0.25
1.30 -2.37 -4.86
2.11 -2.15 4.78
1.93 4.83 -0.27
2.67 -0.83 -0.86
-4.91 0.68 1.13
8.46 -0.64 -1.64
-1.73 0.28 -1.59
0.21 -2.18 0.38
2.31 1.16 -0.59
1.68 0.93 1.96
0.87 -2.53 0.32
-2.15 0.31 1.41
-1.77 0.01 1.86
-2.40 1.24 -0.18
-1.36 1.30 -0.55
0.01 -0.09 0.18
0.02 0.14 -0.09
0.14 0.05 -0.02
-0.14 -0.06 0.09
-0.12 0.06 -0.14
0.16 -0.16 0.07
-0.02 0.07 0.04
-0.10 -0.01 -0.06
0.04 -0.07 -0.03
0.01 -0.02 -0.05
-0.04 -0.09 -0.17
-0.07 -0.02 -0.01
0.07 -0.05 0.07
0.01 -0.04 0.06
0.08 0.05 -0.02
-0.01 0.06 0.11
-0.04 0.03 -0.04
0.02 0.02 0.09
0.02 0.15 -0.04
0.00 -0.02 -0.08
-0.18 0.12 0.02
0.07 -0.16 -0.01
-0.02 -0.04 -0.17
-0.03 0.08 0.16
0.16 -0.05 0.09
-0.10 0.14 -0.16
-0.02 -0.06 0.04
0.13 0.00 0.08
0.02 0.07 -0.01
0.05 -0.06 0.01
0.07 0.10 -0.06
0.03 0.04 0.08
-0.04 0.06 -0.04
-0.07 0.05 0.01
-0.01 -0.06 -0.07
-0.11 -0.05 0.05
0.05 -0.04 0.03
-0.10 0.00 0.01
0.03 -0.16 0.00
0.09 0.03 -0.02
-0.13 0.12 -0.12
0.15 -0.03 0.05
0.01 0.10 0.14
-0.06 -0.07 -0.16
0.11 -0.14 -0.01
-0.20 0.12 0.05
0.07 0.02 -0.04
0.03 -0.15 0.01
-0.08 -0.01 0.02
0.06 -0.04 0.02
-0.10 -0.05 0.08
-0.02 -0.07 -0.06
-0.07 0.04 0.02
-0.04 0.04 -0.04
0.04 0.05 0.06
0.01 0.05 -0.11
0.02 -0.06 0.02
0.04 0.07 -0.03
0.13 0.07 0.02
-0.04 -0.08 0.08

Summary:
**Frontier orbital gap**: 7.20 eV

For each atom in turn, the Löwdin charge in e is:
1 C -0.02
2 C -0.24
3 O -0.02
4 N -0.15
5 C -0.07
6 N -0.04
7 C -0.18
8 O 0.00
9 C 0.01
10 C 0.05
11 C -0.02
12 C -0.41
13 S 0.71
14 C 0.00
15 C -0.15
16 F -0.02
17 F 0.01
18 C -0.10
19 F 0.01
20 F 0.02
21 C -0.13
22 F 0.04
23 F 0.05
24 F 0.02
25 C 0.07
26 C -0.18
27 O 0.02
28 H 0.09
29 H 0.09
30 H 0.09
31 H 0.12
32 H 0.11
33 H 0.10
34 H 0.09
35 H 0.10
36 H -0.09
37 C -0.11
38 C -0.28
39 C -0.22
40 C -0.22
41 C -0.27
42 C -0.11
43 H 0.07
44 H 0.06
45 H 0.07
46 H 0.10
47 H 0.05
48 H 0.09
49 H 0.11
50 H 0.10
51 H 0.10
52 H 0.10
53 H 0.10
54 H 0.07
55 H 0.07
56 H 0.06
57 C -0.12
58 C -0.27
59 C -0.23
60 C -0.23
61 C -0.28
62 C -0.12
63 H 0.07
64 H 0.07
65 H 0.07
66 H 0.10
67 H 0.11
68 H 0.10
69 H 0.11
70 H 0.11
71 H 0.10
72 H 0.10
73 H 0.10
74 H 0.08
75 H 0.07
76 H 0.07
77 C -0.12
78 C -0.27
79 C -0.23
80 C -0.22
81 C -0.27
82 C -0.11
83 H 0.06
84 H 0.07
85 H 0.08
86 H 0.10
87 H 0.11
88 H 0.10
89 H 0.11
90 H 0.11
91 H 0.10
92 H 0.08
93 H 0.11
94 H 0.08
95 H 0.06
96 H 0.07

In g/mol, the molecular weight values for the records above are, in order, 1073.47; 106.96; 298.40; 676.82.